(1)
ORCA calculation (wB97M-V/def2-TZVPD) on a structure of composition C19H41B3Cl16O3S at a distorted geometry.

Last column: Löwdin charge in e.
CARTESIAN COORDINATES (ANGSTROEM)
O1 5.66163 2.96836 -0.04118  0.12
C1 -1.12167 0.51914 2.78814  -0.66
O2 6.40673 4.14722 -2.18870  0.07
Cl1 1.36664 1.35823 3.58399  0.54
C2 0.33324 8.86897 7.40802  -0.68
H1 0.57288 3.11596 -2.28537  0.08
B1 4.92725 4.36728 -2.37170  -0.18
C3 -2.59397 -5.66350 1.72075  -0.64
H2 0.60842 -0.75740 2.91676  0.07
C4 2.14490 1.43748 -2.02450  -0.57
Cl2 1.23525 10.37223 7.72237  0.53
Cl3 2.01380 -5.19666 -2.37154  0.55
H3 -6.33244 -3.41887 -4.84534  0.07
Cl4 1.42041 -1.00362 -3.74367  0.62
Cl5 -1.97728 -0.66208 -3.56415  0.55
H4 5.00354 -3.24354 -1.38754  0.07
H5 -0.04922 -0.29806 4.49649  0.07
H6 -0.90959 0.97337 1.81547  0.07
H7 -5.31041 -1.99090 -4.61000  0.07
H8 3.12600 2.94893 1.66621  -0.11
C5 2.95344 3.08330 0.49278  -0.44
Cl6 -1.37428 -3.25924 1.20878  0.54
C6 -4.78199 -3.21924 -6.32708  -0.63
H9 2.90477 6.07438 2.91627  0.08
S1 2.42295 1.40062 -0.16855  0.74
H10 7.03694 1.99362 -1.71118  0.10
C7 0.63265 1.94772 -2.46851  -0.20
C8 0.15113 0.05998 3.48175  -0.65
Cl7 -3.19946 -2.43591 -6.55989  0.62
H11 2.92984 2.08287 -2.60468  0.08
C9 -6.09977 -7.84281 -0.97256  -0.66
Cl8 1.40603 5.78562 5.39147  0.56
Cl9 -3.44605 -5.76939 0.15994  0.53
C10 3.15622 5.82328 5.06339  -0.65
C11 -5.30726 -3.04322 -4.91108  -0.64
H12 -5.47421 -8.56284 -2.90347  0.07
Cl10 2.93906 -2.19663 -1.01624  0.56
C12 -1.13930 9.12952 7.13296  -0.67
H13 0.47180 8.20380 8.26577  0.07
Cl11 -2.00410 9.69569 8.58379  0.53
H14 -3.45053 -3.72954 2.23261  0.07
H15 3.64860 5.14546 5.76731  0.07
B2 4.34873 3.64557 -0.22727  -0.44
H16 -1.73167 -2.69755 -4.70108  -0.02
Cl12 -2.03105 1.69977 3.76351  0.53
C13 -1.06789 -1.84272 -4.53952  -0.73
C14 3.58742 -4.38074 -2.54541  -0.65
H17 -5.47186 -2.75613 -7.03915  0.07
H18 -0.85581 -1.38848 -5.51219  0.05
H19 -1.27633 9.87523 6.34354  0.07
H20 4.54186 5.62806 3.42596  0.08
H21 2.27063 0.31530 -2.41278  -0.06
H22 3.93080 -4.25032 -0.40030  0.07
H23 -2.07125 -4.21953 3.23070  0.07
B3 6.43155 2.92617 -1.30886  -0.17
Cl13 -7.11695 -6.95415 -3.36125  0.53
Cl14 -6.34566 -6.31395 -0.09194  0.50
H24 0.52582 1.73126 -3.63548  0.06
H25 -5.28244 -8.36871 -0.47074  0.07
C15 -2.47769 -4.23019 2.21475  -0.66
H26 3.53473 -3.72334 -3.41859  0.06
H27 -1.78545 -0.33570 2.62658  0.05
H28 0.66219 -3.11925 -4.41090  0.06
H29 4.34451 4.13698 -3.36539  0.10
H30 -0.21400 1.36183 -1.86557  0.07
Cl15 -4.34724 -3.95573 -3.71984  0.55
H31 -1.61109 -6.13057 1.60323  0.07
H32 -4.90187 -6.92585 -2.54102  0.04
H33 -3.16965 -6.25787 2.43612  0.08
O3 4.23052 4.84914 -1.12653  0.10
H34 0.00455 -2.65991 -2.83117  0.06
C16 0.20490 -2.30187 -3.84591  -0.62
C17 3.47816 5.46437 3.62136  -0.58
H35 -4.68008 -4.27629 -6.59098  0.07
Cl16 3.14712 3.75059 3.26535  0.65
H36 0.79642 8.39894 6.53510  0.03
H37 -1.62768 8.20390 6.81494  0.07
H38 2.07466 3.88576 0.40801  0.11
C18 -5.74671 -7.61293 -2.43352  -0.67
C19 3.97967 -3.61612 -1.29105  -0.65
H39 4.32694 -5.16061 -2.75124  0.07
H40 3.49621 6.84116 5.27735  0.08
H41 -7.00760 -8.44509 -0.86698  0.07

Values from the calculation:
Total charge = 0

---

(2)
ORCA calculation (wB97M-V/def2-TZVPD) on a cluster of 9 separate species, C19H41BIO32S8 in total at a distorted geometry.

Last column: Löwdin charge in e.
CARTESIAN COORDINATES (ANGSTROEM)
H1 -2.00831 -7.05183 5.51448  0.14
O1 -7.24093 4.69579 -4.65444  -0.21
H2 1.21409 2.48837 1.44047  0.14
C1 1.17541 1.69630 0.68887  -0.16
H3 2.49133 0.45209 1.89374  0.13
H4 -4.18360 0.69271 2.97152  0.08
C2 -6.93645 1.76391 -0.88276  -0.19
C3 0.81186 -7.21378 -1.30018  -0.17
O2 -9.57929 4.96234 -3.81474  -0.19
H5 5.11913 5.18854 -2.36973  -0.03
O3 6.77177 3.44832 -5.38243  -0.20
H6 2.14707 -3.34647 5.14968  0.09
O4 3.41625 -9.45682 -1.88392  -0.24
C4 3.67438 -1.86498 5.66690  -0.16
H7 3.89833 4.96768 -5.95841  0.14
H8 4.89117 2.61284 -5.09309  0.14
H9 4.55256 -2.12698 5.07073  0.14
H10 0.81549 -0.15653 1.79462  0.08
O5 1.36451 -1.46731 5.57687  -0.20
H11 -10.37038 5.29664 -5.67698  0.13
O6 5.85743 5.44772 -6.46595  -0.20
H12 -2.57154 -5.78677 3.49815  0.14
C5 7.00533 3.28441 -1.60677  -0.28
O7 2.07745 1.97251 -0.38015  -0.19
C6 -1.99468 -5.25561 4.26212  -0.16
H13 -2.64207 -4.53670 4.77136  0.14
S1 2.01425 -0.01972 5.95471  0.67
O8 1.69941 0.35433 -2.24081  -0.25
H14 -0.99850 -5.71871 6.13968  0.13
O9 3.96823 0.51257 -1.10879  -0.25
H15 3.49512 4.36044 -1.73072  -0.03
S2 0.38762 -5.56109 3.57278  0.72
S3 -6.50484 0.49735 1.22754  0.69
H16 8.93149 4.50782 -1.71568  0.06
O10 -2.83359 -2.19514 1.95276  -0.23
O11 1.99891 -0.42812 0.10816  -0.20
S4 1.97421 -9.35957 -1.83715  0.68
H17 7.54910 2.39826 -1.01999  0.10
O12 -8.12304 3.21942 -2.78461  -0.26
C7 -3.12135 0.91127 3.12119  -0.17
O13 3.58105 -0.44968 5.81987  -0.19
H18 -10.84591 2.56016 -4.35705  0.13
H19 -1.65098 0.74014 4.71516  0.13
S5 2.52520 0.56523 -1.07259  0.67
O14 1.09962 -10.32018 -2.46861  -0.24
H20 -0.25039 -7.43233 -1.44985  0.13
H21 7.41993 5.61131 -1.93866  0.07
H22 -6.37690 2.69710 -0.76188  0.14
C8 2.37247 -2.28901 4.99239  -0.18
H23 0.96969 -6.13280 -1.34334  0.14
C9 5.37789 3.59157 -5.11449  -0.17
C10 5.44224 3.27530 -1.11109  -0.35
H24 5.29926 2.93016 0.02229  0.09
O15 1.73176 0.25943 7.34348  -0.24
H25 -5.22706 0.87982 -1.92745  0.14
H26 -6.56245 -0.25749 -1.59416  0.13
B1 4.60981 4.66612 -1.41905  -1.07
O16 1.52517 -9.20034 -0.27720  -0.20
C11 1.61634 0.34481 1.24456  -0.18
O17 -5.87445 1.30977 2.24193  -0.25
H27 0.16444 1.63996 0.27161  0.13
H28 -3.32672 0.42969 5.24743  0.14
H29 7.93667 4.94937 -0.17349  0.07
C12 -6.00262 0.60172 -1.20986  -0.16
C13 -1.34103 -6.23290 5.23546  -0.17
H30 -11.56766 4.89393 -4.41482  0.14
H31 2.28224 -7.38490 0.29379  0.14
H32 5.26658 4.07435 -4.13823  0.10
H33 -7.70886 1.89982 -1.64446  0.09
O18 -7.17479 -0.75015 1.52089  -0.23
O19 1.47316 -4.89660 4.25919  -0.24
H34 -10.81404 2.92929 -6.10362  0.14
S6 -1.95901 -1.23453 2.58422  0.68
H35 0.60649 -7.69535 0.82606  0.10
O20 -5.42285 0.22639 0.03745  -0.19
O21 0.51327 -6.10185 2.23929  -0.23
H36 4.69477 3.90887 -7.15525  0.12
O22 8.03061 5.60250 -5.24500  -0.24
O23 -0.91571 -4.58261 3.61552  -0.19
C14 7.81572 4.68221 -1.32845  -0.18
H37 4.89858 2.42481 -1.74873  0.07
C15 -2.61473 0.30658 4.42787  -0.16
O24 -8.98626 2.96892 -5.11175  -0.19
O25 7.86626 4.33490 -7.44049  -0.26
O26 1.70692 0.90541 4.88663  -0.24
C16 -10.39440 3.19162 -5.12952  -0.17
O27 -2.40804 -1.07529 4.14416  -0.20
I1 4.63642 6.05354 0.33124  0.47
S7 7.31074 4.76598 -6.17689  0.67
O28 -0.51696 -1.33178 2.53745  -0.25
S8 -8.30652 3.96270 -4.01140  0.71
H38 2.39859 -2.07863 3.91797  0.14
H39 7.05184 2.96316 -2.75257  0.09
O29 -2.38424 0.25920 2.08839  -0.18
O30 -7.52836 1.43548 0.37302  -0.19
O31 1.54897 -7.86585 -2.33298  -0.19
H40 -2.96353 1.99224 3.07802  0.15
C17 4.83704 4.47990 -6.23166  -0.17
O32 -0.19336 -6.72992 4.55091  -0.19
H41 3.76529 -2.30997 6.66303  0.13
C18 1.31848 -7.81846 0.00650  -0.19
C19 -10.56898 4.67177 -4.80027  -0.17

Values from the calculation:
Total charge = -1

---

(3)
ORCA calculation (wB97M-V/def2-TZVPD) on a cluster of 3 separate species, C19H41N3O9P3S in total at a distorted geometry.

Last column: Löwdin charge in e.
CARTESIAN COORDINATES (ANGSTROEM)
H1 -0.80605 1.82789 2.31626  0.08
O1 3.90407 -4.27058 7.16893  -0.21
C1 -3.78085 0.21433 -6.45579  -0.09
O2 2.38573 -5.59779 5.66892  -0.22
H2 -3.06457 3.59496 -0.89313  0.09
H3 5.54270 -5.19184 7.98943  0.09
C2 -0.79894 3.02760 -7.90620  -0.10
H4 5.20926 -5.59925 6.29267  0.09
H5 -0.65582 2.80973 -2.83545  0.08
H6 -0.56308 1.21741 4.96859  0.10
H7 -1.48333 4.43313 -3.02381  0.12
C3 4.75520 -5.40618 7.26629  -0.10
C4 0.73620 -0.72097 4.40934  0.00
H8 -5.14714 4.22239 -6.22972  0.09
H9 -0.86766 0.77115 -0.23346  0.10
H10 -2.23106 -0.87291 -0.56875  0.01
C5 2.66215 0.07649 -1.77087  -0.08
C6 1.17089 1.64312 -0.55252  -0.24
H11 -0.59407 3.84015 -7.20496  0.09
H12 -2.95453 -0.21857 -5.88780  0.08
C7 -0.12680 3.49211 0.22439  -0.19
H13 0.78881 -6.86550 5.98768  0.09
C8 1.25162 -1.44326 3.15322  -0.11
C9 -4.22084 4.38474 -6.78359  -0.09
H14 0.69425 4.53943 -1.55993  0.13
C10 1.58669 -4.58742 9.29434  -0.10
H15 3.02907 0.88197 0.19468  0.20
O3 -3.11808 3.97449 -5.98250  -0.22
H16 -0.81198 3.43416 -8.91810  0.09
O4 1.82527 -5.33194 8.10511  -0.23
O5 -1.58614 2.05866 -5.11931  -0.25
H17 4.21083 -6.29403 7.59591  0.09
H18 -2.34828 1.95530 -1.28504  0.05
H19 0.89992 -1.12831 5.46685  0.08
H20 3.54332 -0.61895 -1.52783  0.15
N1 1.14804 -1.11462 1.78144  0.05
O6 -2.05861 2.41843 -7.64766  -0.23
C11 -0.08984 0.59389 4.14768  0.00
H21 -0.11385 4.24643 1.10010  0.15
N2 0.40896 -0.84613 -0.83297  -0.31
H22 2.22629 -3.70336 9.35004  0.09
O7 -3.92331 1.60041 -6.17262  -0.21
P1 2.35749 -4.50581 6.83662  0.39
H23 -4.70455 -0.29295 -6.17686  0.09
H24 1.58066 -1.73477 -2.47144  0.15
C12 -0.35538 4.34945 -1.10887  -0.16
O8 1.15412 2.80254 0.28540  -0.10
H25 -0.82430 5.37864 -0.93138  0.13
C13 -2.60070 2.98439 -1.75784  -0.11
H26 1.27073 -6.63048 4.29545  0.09
H27 3.12080 1.97236 -1.06947  0.20
C14 1.13454 -6.13266 5.25571  -0.10
C15 -0.20043 0.89961 2.62125  -0.01
P2 -1.14662 -1.59987 -1.20498  0.35
H28 0.73596 -0.16821 -2.89648  0.12
H29 -3.60960 0.07371 -7.52497  0.09
H30 2.95303 0.59595 -2.76051  0.15
P3 -2.58533 2.47438 -6.13293  0.39
C16 0.23004 0.43895 -0.07841  -0.23
H31 1.79895 -5.22707 10.15187  0.09
H32 1.83207 -2.41603 3.37150  0.11
H33 -4.26158 3.83780 -7.72820  0.09
O9 1.58862 -3.27797 6.53880  -0.24
H34 0.53931 -4.28271 9.32692  0.09
C17 0.41173 0.06259 1.49000  -0.18
H35 -4.11850 5.44830 -7.00090  0.09
H36 -1.34831 -1.65139 -2.62150  -0.01
H37 -0.01126 2.27563 -7.83384  0.09
H38 0.38927 -5.34256 5.14153  0.09
H39 -1.02351 2.80186 0.45054  0.10
H40 -3.34324 2.76085 -2.59538  0.08
N3 2.59761 1.14335 -0.70889  0.11
S1 -1.13699 -3.37204 -0.35385  0.10
C18 -1.21108 3.61608 -2.25048  -0.26
C19 1.28532 -0.70759 -2.02980  -0.21
H41 0.86666 1.97891 -1.61848  0.17

Values from the calculation:
Total charge = +1

---

For reference, Kohn-Sham gap by record: 8.43, 5.32, 8.02 eV.
For reference, E by record: -239737.678, -181339.134, -81960.739 eV.